# 1
75
Properties=species:S:1:pos:R:3 method="wB97M-V/def2-TZVPD" s2=2.004 multiplicity=3 charge=+3 lumo_energy_ha="-0.3456 / -0.3439"
Pr -0.10 0.52 -0.34
P -1.52 3.35 1.24
P 0.45 -0.10 2.53
P 0.33 0.26 -3.22
H -1.47 -4.25 1.80
C -1.20 -4.24 0.74
C 0.02 -4.44 0.29
H 0.89 -4.65 0.95
C -3.00 2.78 1.86
C -0.30 3.84 2.43
C -1.52 4.18 -0.31
C 0.95 -1.84 2.74
C 1.81 0.75 3.43
C -0.89 -0.01 3.78
C 0.72 -1.46 -3.72
C 1.59 1.21 -4.14
C -1.20 0.57 -4.16
H -2.04 -3.97 0.04
H 0.25 -4.37 -0.80
H -3.70 2.70 1.01
H -3.19 3.62 2.58
H -2.98 1.79 2.35
H -1.08 4.52 2.83
H 0.49 4.38 1.88
H 0.03 3.07 3.16
H -2.33 4.84 0.06
H -1.81 3.61 -1.22
H -0.55 4.69 -0.41
H 0.87 -2.12 3.80
H 1.99 -1.97 2.41
H 0.32 -2.52 2.14
H 1.81 0.41 4.48
H 1.68 1.84 3.40
H 2.78 0.50 2.97
H -0.54 -0.44 4.73
H -1.76 -0.59 3.44
H -1.22 1.03 3.96
H 0.27 -1.66 -4.70
H 0.31 -2.16 -2.98
H 1.81 -1.58 -3.77
H 1.31 1.24 -5.20
H 2.56 0.73 -4.01
H 1.63 2.23 -3.74
H -1.08 0.15 -5.17
H -1.37 1.65 -4.22
H -2.06 0.10 -3.66
C -3.12 -0.72 -0.72
C -4.28 0.03 -0.26
C -5.51 -0.13 -0.90
C -5.67 -1.00 -1.99
C -4.57 -1.76 -2.40
C -3.36 -1.66 -1.76
O -1.83 -0.59 -0.40
H -0.71 2.16 0.84
H -4.23 0.72 0.58
H -6.39 0.43 -0.62
H -6.64 -1.11 -2.54
H -4.59 -2.44 -3.25
H -2.46 -2.17 -2.10
N 2.09 2.36 -0.10
C 2.98 1.25 0.09
N 2.55 0.02 -0.11
C 3.59 -0.91 0.07
C 3.45 -2.30 0.02
C 4.57 -3.10 0.31
C 5.80 -2.51 0.65
C 5.92 -1.11 0.71
C 4.81 -0.32 0.43
S 4.65 1.45 0.57
H 2.32 2.88 -0.94
H 2.16 3.03 0.66
H 2.49 -2.73 -0.25
H 4.48 -4.19 0.29
H 6.66 -3.14 0.87
H 6.87 -0.63 0.99

# 2
75
Properties=species:S:1:pos:R:3 method="wB97M-V/def2-TZVPD" s2=2.035 multiplicity=3 charge=+4 lumo_energy_ha="-0.4792 / -0.5454"
W -0.62 -0.08 -0.19
P 1.81 1.08 0.91
P -3.14 0.86 0.02
P -0.24 1.61 -1.93
H 0.30 -2.67 -0.89
C 0.71 -1.71 -1.20
C 1.77 -1.14 -0.40
H 2.05 -1.67 0.56
C 2.48 -0.04 2.23
C 1.58 2.59 1.97
C 3.33 1.59 -0.01
C -4.76 0.86 -0.96
C -3.87 0.36 1.62
C -3.00 2.68 0.36
C 1.20 1.01 -2.88
C 0.28 3.36 -1.65
C -1.59 2.04 -3.11
H 0.77 -1.56 -2.28
H 2.60 -0.63 -0.93
H 2.43 -1.09 1.92
H 1.88 0.01 3.14
H 3.52 0.22 2.43
H 1.05 2.34 2.90
H 0.98 3.35 1.44
H 2.56 3.01 2.20
H 3.79 0.77 -0.56
H 4.08 1.97 0.67
H 3.13 2.37 -0.72
H -5.50 1.23 -0.21
H -5.02 -0.17 -1.30
H -4.78 1.56 -1.81
H -4.92 0.64 1.58
H -3.39 0.88 2.45
H -3.80 -0.73 1.75
H -4.00 3.04 0.60
H -2.67 3.22 -0.53
H -2.34 2.91 1.22
H 1.25 1.66 -3.76
H 1.11 -0.02 -3.22
H 2.11 1.13 -2.29
H 0.54 3.77 -2.64
H 1.15 3.45 -0.99
H -0.56 3.96 -1.26
H -1.20 2.80 -3.81
H -2.44 2.47 -2.55
H -1.88 1.13 -3.66
C -1.85 -2.77 -3.54
C -0.69 -3.49 -3.78
C -0.73 -4.53 -4.72
C -1.89 -4.83 -5.44
C -3.01 -3.98 -5.29
C -3.00 -2.93 -4.34
Se -1.85 -1.27 -2.04
H -1.81 -2.11 -0.68
H 0.23 -3.26 -3.23
H 0.16 -5.13 -4.88
H -1.96 -5.69 -6.12
H -3.91 -4.14 -5.90
H -3.87 -2.26 -4.20
N -1.02 0.66 1.86
C -0.71 -0.49 2.46
N -0.40 -1.42 1.57
C -0.04 -2.62 2.21
C 0.40 -3.78 1.57
C 0.87 -4.81 2.37
C 0.90 -4.64 3.79
C 0.48 -3.45 4.41
C -0.11 -2.48 3.61
S -0.57 -0.86 4.14
H -1.06 1.51 2.44
H -0.10 1.55 0.18
H 0.38 -3.87 0.48
H 1.23 -5.74 1.93
H 1.28 -5.43 4.42
H 0.56 -3.18 5.45

# 3
80
Properties=species:S:1:pos:R:3 method="wB97M-V/def2-TZVPD" s2=2.006 multiplicity=3 charge=+2 lumo_energy_ha="-0.1973 / -0.2030"
Ni -0.33 1.60 -0.38
C -0.12 -0.91 5.62
C -0.54 -1.52 4.30
C -1.83 -2.30 4.37
O -0.78 -0.43 3.33
P 0.27 0.09 2.31
O -0.29 1.29 1.58
C 0.63 -1.23 1.14
P -0.65 -1.49 -0.09
O -0.86 -0.24 -0.91
O -1.89 -1.94 0.72
C -3.30 -1.66 0.33
C -3.73 -0.41 1.05
C -4.10 -2.88 0.70
O -0.18 -2.63 -1.03
C -0.51 -4.08 -0.88
C 0.01 -4.74 -2.13
C 0.09 -4.63 0.39
O 1.63 0.34 3.00
C 2.15 1.69 3.38
C 1.27 2.30 4.44
C 3.58 1.47 3.80
H -0.03 -1.71 6.36
H -0.87 -0.20 5.96
H 0.84 -0.41 5.54
H 0.26 -2.15 3.91
H -2.63 -1.68 4.76
H -1.70 -3.16 5.04
H -2.11 -2.67 3.38
H 0.81 -2.16 1.67
H 1.54 -0.96 0.61
H -3.31 -1.51 -0.75
H -3.66 -0.54 2.13
H -4.77 -0.18 0.79
H -3.11 0.45 0.76
H -4.05 -3.07 1.77
H -3.75 -3.77 0.18
H -5.15 -2.73 0.43
H -1.60 -4.14 -0.84
H 1.10 -4.69 -2.17
H -0.40 -4.27 -3.02
H -0.29 -5.79 -2.13
H 1.17 -4.50 0.40
H -0.12 -5.69 0.45
H -0.34 -4.16 1.28
H 2.11 2.28 2.46
H 1.34 1.74 5.37
H 0.23 2.37 4.13
H 1.63 3.32 4.64
H 3.62 0.85 4.70
H 4.03 2.43 4.03
H 4.16 0.99 3.02
C 4.17 1.49 -1.85
C 3.73 2.49 -1.00
C 2.39 2.53 -0.67
N 1.51 1.63 -1.14
C 1.94 0.67 -1.97
C 3.26 0.57 -2.35
H 5.22 1.42 -2.13
H 4.40 3.23 -0.61
H 1.99 3.31 -0.04
H 1.19 -0.03 -2.32
H 3.57 -0.22 -3.03
C -2.42 1.83 -6.10
C -1.40 2.48 -5.21
C -0.20 2.99 -5.62
C 0.63 3.58 -4.67
N 0.30 3.66 -3.38
C -0.86 3.17 -2.99
S -1.45 3.30 -1.35
N -1.69 2.59 -3.90
C 1.95 4.17 -5.05
H -2.07 1.80 -7.12
H -3.36 2.38 -6.07
H -2.62 0.81 -5.76
H 0.08 2.94 -6.67
H -2.57 2.24 -3.54
H 2.18 4.03 -6.10
H 2.74 3.72 -4.44
H 1.95 5.23 -4.81

Values for electronic energy, eV, ordered as above
-83358.2907, -134394.7994, -112792.2905
Values for energy above the lowest of the compared OMol25 structures with the same formula, charge and spin, kcal per mole, ordered as above
25.42, 0.00, 0.00